(1)
Formula: C5H14NO
Source: the Open Molecules 2025 dataset
Level of theory: ωB97M-V with the def2-TZVPD basis set

Summary:
HOMO energy (alpha / beta)	-19.274 / -19.274	eV
E_LUMO (alpha / beta)	-9.00 / -12.66	eV
multiplicity	2
gap between HOMO and LUMO (alpha / beta)	10.270 / 6.612	eV
charge	+2

Positions of all 21 atoms, in Å:
C  -0.657  0.865  0.043
C  0.757  1.339  0.507
C  1.858  0.255  0.771
C  1.976  -0.458  -1.706
C  2.191  -0.652  -0.332
N  -1.057  -0.500  0.527
H  -0.742  0.910  -1.038
H  -1.380  1.545  0.485
H  1.204  2.066  -0.165
H  0.548  1.737  1.500
H  1.641  -0.291  1.695
H  2.829  0.739  1.000
H  1.317  0.281  -2.153
H  2.549  -1.061  -2.409
H  2.684  -1.588  -0.059
H  -0.968  -0.619  1.541
H  -2.058  -0.668  0.260
H  -0.468  -1.222  0.114
H  -4.312  -0.152  -0.377
H  -4.217  -1.646  0.032
O  -3.696  -0.880  -0.238

Cartesian forces, eV/Å:
C 0.87 0.42 0.18
C 0.08 -1.13 0.81
C -1.18 0.04 -0.77
C 0.37 0.02 -0.49
C 0.11 -0.19 0.64
N 0.49 0.10 -0.11
H -0.32 -0.32 -0.07
H -0.08 0.11 -0.23
H -0.55 0.43 0.07
H 0.57 0.63 -0.17
H 0.33 -0.31 -0.08
H 0.01 0.18 0.08
H -0.05 0.04 0.26
H -0.07 0.01 0.07
H 0.07 0.09 -0.07
H -0.17 0.25 -0.02
H -0.44 -0.25 -0.08
H -0.28 -0.17 -0.10
H -0.18 -0.04 -0.03
H -0.11 0.06 -0.06
O 0.55 0.03 0.17

(2)
Formula: C4H9NP2
Source: the Open Molecules 2025 dataset
Level of theory: ωB97M-V with the def2-TZVPD basis set

Summary:
HOMO energy	-8.916	eV
E_LUMO	1.03	eV
gap between HOMO and LUMO	9.941	eV

Positions of all 16 atoms, in Å:
C  1.066  1.233  -0.495
C  0.303  0.219  -0.148
C  2.309  0.404  -0.231
C  1.363  -0.766  0.168
N  -1.482  0.020  -0.001
P  -2.233  1.526  0.167
P  -2.061  -1.549  0.176
H  0.893  2.238  -0.825
H  2.922  0.204  -1.108
H  2.927  0.771  0.585
H  1.420  -1.074  1.211
H  1.411  -1.640  -0.477
H  -3.062  1.246  1.270
H  -3.307  1.313  -0.713
H  -1.243  -2.149  -0.801
H  -1.226  -1.995  1.222

Cartesian forces, eV/Å:
C -0.08 0.29 -0.15
C -4.92 -0.62 0.53
C 0.19 0.16 -0.08
C 0.01 -0.53 0.19
N 5.15 0.92 -0.51
P -0.12 -0.15 -0.05
P -0.07 0.05 -0.04
H -0.01 0.23 -0.04
H 0.05 -0.03 -0.02
H 0.06 -0.02 0.04
H 0.04 -0.02 0.02
H 0.03 -0.04 -0.02
H -0.12 0.12 0.33
H -0.26 0.16 -0.27
H -0.03 -0.29 -0.15
H 0.06 -0.21 0.21

(3)
Formula: C3H13O3S
Source: the Open Molecules 2025 dataset
Level of theory: ωB97M-V with the def2-TZVPD basis set

Summary:
HOMO energy	-3.494	eV
E_LUMO	3.66	eV
gap between HOMO and LUMO	7.149	eV
charge	-1

Positions of all 20 atoms, in Å:
C  -1.615  0.711  1.810
C  -0.042  0.751  1.584
C  0.430  -0.477  0.727
S  -0.311  0.036  -0.966
H  -1.649  -0.321  2.173
H  -2.025  1.769  2.135
H  -2.045  0.507  0.829
H  0.316  0.849  2.600
H  0.364  1.571  0.977
H  1.610  -0.541  0.915
H  0.030  -1.496  1.012
H  -1.886  -2.035  -2.108
H  -3.166  -1.618  -2.709
O  -2.509  -2.232  -2.822
H  1.181  1.898  -0.782
H  1.609  3.199  -1.438
O  2.000  2.521  -0.922
H  1.828  -1.845  -1.126
H  3.107  -1.201  -0.854
O  2.772  -2.044  -1.034

Cartesian forces, eV/Å:
C 1.51 1.34 -2.14
C -1.07 -0.49 -0.23
C 0.70 0.63 0.59
S 1.37 -1.21 0.40
H -1.13 0.63 1.74
H 0.49 -2.76 0.40
H -0.09 0.60 -0.23
H 0.87 -0.33 0.35
H -0.58 0.25 0.61
H -2.35 0.11 -1.10
H 0.23 1.17 -0.04
H 0.31 0.27 -0.04
H -2.48 2.41 0.40
O 2.29 -2.52 -0.35
H 1.75 0.77 -0.56
H -0.44 1.08 -0.82
O -1.32 -2.04 1.16
H -0.14 -0.05 -0.13
H 0.98 2.06 0.41
O -0.92 -1.92 -0.42

How do the records compare in relative energy (zero: lowest compared OMol25 entry of this formula, charge and spin)? In the order shown, they have 12.93, 14.31, 45.85 kcal/mol.
How do the records compare in molar mass? In the order shown, they have 104.2, 133.1, 129.2 g mol⁻¹.
How do the records compare in calculated total energy? In the order shown, they have -8929.87588, -24358.04195, -20299.72419 eV.